{"formula": "C7H13N3O4S", "method": "ωB97M-V/def2-TZVPD", "de_lowest_kcal_mol": 123.96, "lumo_ev": 0.50, "max_force_ev_per_a": 5.56, "spin_multiplicity": 1, "e_tot_ev": -30961.513, "homo_ev": -8.64, "gap_ev": 9.14, "mol_weight_da": 235.3, "symbols": ["S", "O", "O", "O", "O", "N", "N", "N", "C", "C", "C", "C", "C", "C", "C", "H", "H", "H", "H", "H", "H", "H", "H", "H", "H", "H", "H", "H"], "coordinates": [[2.382, 1.698, 0.100], [2.055, 2.233, 1.405], [3.672, 1.204, -0.238], [-0.597, 2.387, -0.118], [-1.103, 0.213, 0.133], [2.343, 2.956, -1.088], [1.616, -1.879, 0.200], [1.657, -1.571, -1.072], [2.491, -2.932, 0.673], [1.060, 0.568, -0.259], [-3.330, 1.225, -0.559], [-2.412, 0.690, 0.642], [1.315, -0.383, -1.360], [1.273, -0.791, 1.107], [-0.255, 1.200, -0.063], [-2.813, 1.441, -1.500], [-3.893, 2.097, -0.213], [-4.132, 0.525, -0.847], [1.920, -3.236, 1.622], [1.729, 3.692, -0.720], [3.493, -2.600, 0.959], [0.412, -1.124, 1.673], [2.092, -0.375, 1.789], [-2.929, -0.097, 1.305], [2.535, -3.860, 0.071], [-2.247, 1.551, 1.255], [3.169, 3.311, -1.429], [1.425, -0.048, -2.389]], "mulliken_charge": [1.214, -0.595, -0.691, -0.600, -0.313, -0.549, 0.580, -0.796, -0.822, 1.137, -1.018, -0.275, -0.720, -0.701, 0.034, 0.300, 0.303, 0.320, 0.299, 0.274, 0.307, 0.302, 0.328, 0.353, 0.279, 0.304, 0.246, 0.498]}

{"formula": "C30H69BrClN10O7S2", "method": "ωB97M-V/def2-TZVPD", "de_lowest_kcal_mol": 0.00, "charge": 1, "lumo_ev": -3.18, "max_force_ev_per_a": 2.41, "spin_multiplicity": 1, "e_tot_ev": -165694.935, "homo_ev": -10.90, "gap_ev": 7.72, "mol_weight_da": 861.4, "symbols": ["Br", "Cl", "S", "S", "O", "O", "O", "O", "O", "O", "O", "N", "N", "N", "N", "N", "N", "N", "N", "N", "N", "C", "C", "C", "C", "C", "C", "C", "C", "C", "C", "C", "C", "C", "C", "C", "C", "C", "C", "C", "C", "C", "C", "C", "C", "C", "C", "C", "C", "C", "C", "H", "H", "H", "H", "H", "H", "H", "H", "H", "H", "H", "H", "H", "H", "H", "H", "H", "H", "H", "H", "H", "H", "H", "H", "H", "H", "H", "H", "H", "H", "H", "H", "H", "H", "H", "H", "H", "H", "H", "H", "H", "H", "H", "H", "H", "H", "H", "H", "H", "H", "H", "H", "H", "H", "H", "H", "H", "H", "H", "H", "H", "H", "H", "H", "H", "H", "H", "H", "H"], "coordinates": [[-2.774, -0.758, -2.059], [-2.791, -2.847, 1.250], [-3.374, 0.998, 2.660], [-4.143, 2.559, -3.312], [-3.445, 1.610, -4.124], [-5.190, 1.860, -2.356], [5.268, -0.670, 3.087], [-7.817, 1.711, -8.328], [-4.845, 3.534, -4.090], [-7.675, -1.473, -0.594], [7.376, 2.769, 0.074], [-9.032, -3.044, 0.319], [-9.717, -1.818, -1.510], [6.242, -0.711, 5.133], [8.718, 3.338, 1.808], [9.090, 1.390, 0.620], [-6.567, 2.452, -6.585], [-2.185, -0.270, 2.053], [6.933, -2.158, 3.471], [-5.967, 0.542, -7.732], [-6.418, -0.307, 1.677], [-8.743, -2.075, -0.596], [-1.430, 0.666, -0.039], [-5.269, -1.215, 1.788], [4.898, -1.614, -0.567], [6.094, -1.149, 3.847], [-0.515, -1.825, 3.223], [-6.853, 1.581, -7.599], [1.770, -3.155, -1.930], [-3.039, 3.438, -2.238], [1.954, -1.691, 2.921], [4.314, 0.820, 0.040], [-0.610, -1.619, -0.496], [3.982, -0.674, 0.237], [3.163, -3.338, -1.301], [0.640, -3.731, -1.058], [-2.808, -1.080, 0.923], [3.060, 1.671, 0.150], [-1.814, -1.036, 3.318], [0.753, -1.083, 3.667], [-0.700, -2.980, -1.172], [-1.915, -0.789, -0.312], [8.331, 2.515, 0.787], [-2.305, 1.891, -0.380], [5.066, 4.717, 0.901], [-1.873, 2.614, -1.663], [3.798, 3.894, 1.179], [-1.038, 0.541, 1.453], [4.215, -2.299, -1.744], [-4.288, -0.761, 0.696], [3.310, 3.159, -0.086], [-0.076, 0.057, 1.526], [4.810, 5.684, 0.480], [-6.142, -0.117, -8.467], [-5.778, 2.367, -5.973], [-1.071, 1.540, 1.856], [2.037, -1.297, 1.910], [0.935, -1.203, 4.730], [2.604, 1.517, 1.131], [-3.649, 3.791, -1.409], [3.068, -3.274, -0.218], [-0.478, 0.883, -0.515], [-4.586, -1.297, -0.197], [-1.441, -3.628, -0.724], [2.371, 3.617, -0.400], [7.619, -2.566, 4.077], [-6.633, -0.263, 0.685], [8.831, 0.770, -0.124], [5.713, 4.149, 0.236], [-5.584, -2.223, 1.523], [-1.531, 1.914, -2.422], [9.880, 1.163, 1.192], [-2.705, 4.267, -2.849], [-2.545, 1.598, 3.529], [-7.189, 3.229, -6.460], [6.914, -1.088, 5.774], [2.354, 1.309, -0.604], [5.045, 1.106, 0.793], [-0.634, -2.671, 3.901], [1.768, -3.750, -2.842], [8.182, 4.173, 1.951], [0.705, -0.030, 3.399], [3.993, 3.189, 1.985], [9.501, 3.152, 2.405], [1.585, -2.127, -2.241], [5.284, -2.386, 0.098], [-9.532, -1.110, -2.195], [-0.897, -2.899, -2.236], [-5.162, 0.421, -7.146], [0.436, -4.737, -1.422], [-4.430, 0.295, 0.483], [-4.842, -1.174, 2.786], [-5.727, 1.260, -2.903], [3.011, 4.563, 1.524], [2.926, -0.843, 0.009], [-0.065, -1.739, 0.440], [-2.641, -1.679, 3.594], [5.006, -2.845, -2.257], [-1.712, -0.318, 4.123], [-3.365, 1.675, -0.462], [4.022, 3.286, -0.897], [-7.239, -0.745, 2.079], [4.755, 0.959, -0.946], [6.849, -2.499, 2.532], [-10.597, -2.297, -1.531], [0.948, -3.820, -0.016], [4.130, -0.888, 1.294], [0.030, -1.009, -1.127], [-2.206, 2.594, 0.445], [1.801, -2.765, 2.812], [-9.898, -3.549, 0.336], [5.643, 0.034, 5.437], [3.794, -1.560, -2.423], [5.620, 4.850, 1.830], [2.894, -1.562, 3.447], [-8.330, -3.261, 1.001], [-0.382, -2.280, 2.247], [-1.084, 3.336, -1.474], [3.515, -4.320, -1.598], [5.736, -1.025, -0.935]], "mulliken_charge": [-0.042, -0.097, -0.069, 1.223, -0.610, -0.408, -0.544, -0.642, -0.651, -0.605, -0.628, -0.349, -0.430, -0.432, -0.387, -0.452, -0.280, 0.001, -0.360, -0.328, -0.646, 0.605, -0.413, -0.445, -1.475, 0.551, -0.005, 0.560, -0.673, -1.317, -0.901, -0.922, -1.415, 2.575, -0.772, -1.399, 2.747, 0.191, -0.984, -0.552, -0.639, 0.540, 0.717, -0.983, -1.110, -0.573, -0.484, -0.217, -1.007, -2.566, -1.085, -0.716, 0.333, 0.199, 0.191, 0.819, 0.027, 0.521, 0.052, 0.422, 0.298, 0.848, 1.032, 0.436, 0.209, 0.165, 0.259, 0.215, 0.272, 0.396, 0.637, 0.147, 0.510, 0.294, 0.155, 0.152, 0.274, 0.047, 0.575, 0.480, 0.212, 0.292, 0.320, 0.156, 0.376, 0.377, 0.216, 0.486, 0.159, 0.584, 0.079, 0.321, 0.374, 0.396, -1.234, -0.863, 0.350, 0.464, 0.616, -0.009, 0.537, 0.290, 0.463, 0.200, 0.153, 0.510, -0.307, 0.899, 0.275, 0.370, 0.173, 0.218, 0.343, 0.274, 0.307, 0.203, -0.044, 0.301, 0.626, 0.478]}

{"formula": "C8H11NO", "method": "ωB97M-V/def2-TZVPD", "de_lowest_kcal_mol": 140.94, "lumo_ev": [0.47, 0.53], "max_force_ev_per_a": 5.25, "spin_multiplicity": 1, "e_tot_ev": -12006.289, "homo_ev": [-7.54, -7.40], "gap_ev": [8.02, 7.93], "mol_weight_da": 137.2, "symbols": ["O", "N", "C", "C", "C", "C", "C", "C", "C", "C", "H", "H", "H", "H", "H", "H", "H", "H", "H", "H", "H"], "coordinates": [[-0.868, 1.255, 2.306], [0.082, 1.235, 0.268], [-0.127, 0.727, 1.516], [1.584, 0.743, -1.694], [-0.625, -2.297, -1.484], [-0.631, -1.632, 1.015], [0.682, 0.604, -0.735], [0.391, -0.688, 1.731], [-0.363, -1.682, -0.423], [-0.519, 2.534, -0.135], [1.796, -0.008, -2.492], [-1.613, -1.229, 0.993], [1.469, -0.796, 1.292], [-1.268, -3.124, -1.464], [0.341, 3.096, -0.310], [0.033, -2.005, -2.302], [2.281, 1.578, -1.740], [-0.740, -2.675, 1.424], [-1.156, 2.872, 0.578], [0.325, -0.889, 2.818], [-1.076, 2.381, -1.162]], "mulliken_charge": [-0.626, 0.072, 0.565, -0.893, -0.699, -0.470, 0.326, -0.664, 0.093, -1.129, 0.182, 0.315, 0.325, 0.337, 0.386, 0.171, 0.288, 0.366, 0.446, 0.344, 0.263]}